[1]
{"formula": "CH2OS2", "method": "wB97M-V/def2-TZVPD", "homo_lumo_gap_ev": 9.25, "lumo_energy_ev": 0.0, "total_charge": 0, "homo_energy_ev": -9.265, "relative_energy_ev": 0.744, "symbols": ["O", "C", "S", "S", "H", "H"], "coordinates": [[0.319, 1.129, -0.082], [0.660, -0.173, 0.073], [2.105, -0.859, -0.031], [-0.790, -1.165, -0.014], [-0.543, 1.330, 0.354], [-1.751, -0.262, -0.300]], "lowdin_charge": [-0.10, -1.33, 0.69, 0.76, 0.10, -0.12]}

***

[2]
{"formula": "C5H8O", "method": "wB97M-V/def2-TZVPD", "homo_lumo_gap_ev": [7.57, 7.56], "lumo_energy_ev": [0.7, 0.7], "total_charge": 0, "homo_energy_ev": [-6.878, -6.874], "relative_energy_ev": 4.198, "symbols": ["C", "C", "C", "C", "C", "O", "H", "H", "H", "H", "H", "H", "H", "H"], "coordinates": [[0.926, -0.667, 0.537], [-0.136, 1.632, 0.297], [-0.739, -1.205, 0.219], [0.331, 0.333, -0.317], [0.588, 0.367, -1.746], [0.186, -0.281, -2.658], [1.519, -1.436, 0.055], [1.166, -0.388, 1.560], [0.733, 2.232, 0.575], [-0.730, 1.466, 1.198], [-0.735, 2.214, -0.406], [-1.515, -0.640, 0.730], [-0.644, -2.140, 0.777], [-0.949, -1.486, -0.822]], "lowdin_charge": [-0.04, -0.06, -0.02, -0.43, -0.18, 0.03, 0.11, 0.11, 0.08, 0.08, 0.09, 0.08, 0.07, 0.08]}

***

[3]
{"formula": "C4H18O5", "method": "wB97M-V/def2-TZVPD", "homo_lumo_gap_ev": 8.63, "lumo_energy_ev": -0.2, "total_charge": 0, "homo_energy_ev": -8.855, "relative_energy_ev": 11.040, "symbols": ["C", "C", "O", "H", "H", "H", "H", "H", "H", "C", "C", "O", "H", "H", "H", "H", "H", "H", "O", "H", "H", "O", "H", "H", "O", "H", "H"], "coordinates": [[-16.816, -5.841, -14.776], [-15.972, -6.566, -15.870], [-16.262, -5.999, -17.100], [-17.875, -6.042, -14.939], [-16.676, -4.760, -14.759], [-16.571, -6.107, -13.748], [-16.348, -7.585, -15.958], [-14.904, -6.587, -15.650], [-15.904, -6.489, -17.843], [-14.319, -9.876, -15.623], [-15.563, -9.232, -16.247], [-15.629, -9.569, -17.633], [-14.327, -10.944, -15.839], [-14.405, -9.883, -14.536], [-13.343, -9.458, -15.869], [-15.387, -8.183, -16.006], [-16.408, -9.619, -15.678], [-15.989, -10.458, -17.671], [-17.483, -8.799, -17.227], [-16.551, -8.581, -17.247], [-17.655, -9.033, -16.315], [-14.107, -8.410, -18.171], [-14.935, -8.758, -17.840], [-13.705, -9.146, -18.632], [-17.907, -9.594, -15.383], [-17.537, -9.513, -14.504], [-18.799, -9.910, -15.239]], "lowdin_charge": [-0.04, -0.35, -0.03, 0.07, 0.07, 0.06, 0.04, 0.14, 0.09, -0.03, -0.32, -0.05, 0.08, 0.07, 0.08, 0.06, 0.09, 0.18, -0.07, -0.05, -0.23, -0.05, -0.23, 0.05, 0.09, 0.13, 0.14]}

***

[4]
{"formula": "C25H30IMgN4O4Se2", "method": "wB97M-V/def2-TZVPD", "homo_lumo_gap_ev": 7.59, "lumo_energy_ev": -2.9, "total_charge": 1, "homo_energy_ev": -10.488, "symbols": ["Mg", "C", "C", "N", "C", "C", "C", "O", "C", "C", "N", "C", "C", "C", "C", "C", "C", "I", "C", "O", "H", "H", "H", "H", "H", "H", "H", "H", "H", "H", "H", "H", "C", "Se", "C", "C", "Se", "C", "H", "H", "H", "H", "H", "H", "H", "H", "H", "H", "O", "C", "N", "C", "O", "C", "C", "C", "C", "N", "C", "H", "H", "H", "H", "H", "H", "H", "H"], "coordinates": [[-0.136, 0.048, -0.051], [-4.395, 0.935, 1.225], [-3.362, 0.732, 2.291], [-3.636, 1.095, 3.517], [-2.725, 0.908, 4.495], [-1.507, 0.322, 4.285], [-0.545, 0.113, 5.437], [-1.004, 0.612, 6.670], [-1.159, -0.053, 2.956], [0.106, -0.714, 2.744], [0.698, -0.879, 1.610], [1.923, -1.589, 1.556], [3.006, -1.242, 2.357], [4.207, -1.925, 2.231], [4.335, -2.948, 1.305], [3.262, -3.297, 0.495], [2.065, -2.613, 0.619], [0.416, -3.145, -0.553], [-2.096, 0.172, 1.917], [-1.897, -0.096, 0.658], [-5.290, 1.362, 1.668], [-4.640, -0.010, 0.737], [-4.026, 1.600, 0.440], [-3.007, 1.260, 5.477], [0.391, 0.644, 5.238], [-0.291, -0.950, 5.527], [-1.722, 0.056, 6.992], [0.593, -1.132, 3.626], [2.914, -0.423, 3.061], [5.047, -1.645, 2.853], [5.272, -3.478, 1.204], [3.361, -4.097, -0.225], [4.419, 2.900, -2.398], [2.600, 2.514, -1.853], [1.827, 2.238, -3.622], [0.370, 1.837, -3.495], [0.209, 0.047, -2.704], [-1.699, -0.212, -3.023], [4.833, 2.059, -2.948], [4.983, 3.058, -1.482], [4.441, 3.804, -3.000], [2.394, 1.467, -4.143], [1.896, 3.161, -4.195], [-0.096, 1.754, -4.476], [-0.200, 2.542, -2.892], [-1.860, -0.384, -4.083], [-2.251, 0.660, -2.682], [-2.015, -1.083, -2.454], [5.013, 1.830, 4.573], [4.901, 3.198, 4.212], [3.601, 3.384, 3.636], [3.399, 3.360, 2.293], [4.281, 3.354, 1.459], [1.955, 3.305, 1.874], [1.024, 4.313, 2.077], [-0.263, 4.140, 1.586], [-0.571, 2.975, 0.908], [0.332, 2.012, 0.694], [1.563, 2.177, 1.179], [5.904, 1.667, 4.901], [5.636, 3.476, 3.458], [5.001, 3.839, 5.090], [2.800, 3.289, 4.238], [1.296, 5.218, 2.605], [-1.024, 4.894, 1.729], [-1.569, 2.792, 0.527], [2.278, 1.383, 0.995]], "lowdin_charge": [0.43, -0.02, -0.27, 0.13, -0.09, -0.14, -0.23, -0.05, -0.08, -0.03, -0.02, -0.34, -0.02, -0.06, -0.07, -0.13, -0.61, 1.07, -0.30, -0.16, 0.08, 0.09, 0.07, 0.11, 0.13, 0.13, 0.10, 0.14, 0.12, 0.11, 0.11, 0.10, -0.38, 0.95, -0.57, -0.53, 0.90, -0.34, 0.03, 0.02, 0.03, 0.07, 0.08, 0.08, 0.07, 0.04, 0.04, 0.03, -0.04, -0.24, 0.10, -0.44, 0.10, -0.11, 0.03, -0.01, -0.09, 0.01, -0.14, 0.09, 0.13, 0.13, 0.15, 0.13, 0.12, 0.12, 0.11]}

***

[5]
{"formula": "C4H10NO", "method": "wB97M-V/def2-TZVPD", "homo_lumo_gap_ev": 6.97, "lumo_energy_ev": 4.3, "total_charge": -1, "homo_energy_ev": -2.636, "relative_energy_ev": 2.703, "symbols": ["C", "O", "H", "H", "H", "C", "C", "C", "N", "H", "H", "H", "H", "H", "H", "H"], "coordinates": [[2.768, -0.638, -1.126], [1.598, -0.816, -0.453], [3.046, -1.549, -1.701], [2.787, 0.182, -1.884], [3.617, -0.407, -0.439], [-1.777, -1.040, 0.088], [-1.965, 0.317, 0.754], [0.159, 1.282, 0.608], [-1.018, 1.227, 0.109], [-2.366, -1.823, 0.575], [-2.060, -1.002, -0.964], [-0.709, -1.267, 0.130], [-1.771, 0.254, 1.839], [-2.976, 0.717, 0.610], [0.217, 1.580, 1.683], [1.050, 0.821, 0.109]], "lowdin_charge": [-0.45, -0.43, 0.03, 0.03, 0.03, -0.11, -0.35, -0.09, -0.08, 0.06, 0.06, 0.05, 0.09, 0.08, 0.05, 0.04]}

***

[6]
{"formula": "C2H2O2S", "method": "wB97M-V/def2-TZVPD", "homo_lumo_gap_ev": 9.58, "lumo_energy_ev": -0.5, "total_charge": 0, "homo_energy_ev": -10.072, "relative_energy_ev": 0.748, "symbols": ["O", "C", "C", "O", "S", "H", "H"], "coordinates": [[-2.072, -0.364, -0.456], [-1.086, -0.415, 0.221], [0.132, 0.378, 0.024], [0.103, 1.563, -0.088], [1.536, -0.519, -0.192], [-0.942, -1.208, 0.928], [2.331, 0.566, -0.437]], "lowdin_charge": [0.12, -0.27, -0.87, 0.05, 0.91, 0.11, -0.06]}

***

[7]
{"formula": "C8H6O6", "method": "wB97M-V/def2-TZVPD", "homo_lumo_gap_ev": 7.97, "lumo_energy_ev": 0.2, "total_charge": 0, "homo_energy_ev": -7.780, "relative_energy_ev": 0.289, "symbols": ["O", "C", "O", "C", "O", "C", "C", "C", "C", "C", "O", "O", "C", "O", "H", "H", "H", "H", "H", "H"], "coordinates": [[1.048, -2.476, 2.499], [0.148, -1.718, 1.781], [-1.122, -2.131, 1.890], [-1.928, -1.302, 0.913], [-3.145, -1.662, 0.695], [-1.099, -0.443, 0.360], [0.262, -0.661, 0.976], [0.830, 0.324, 0.070], [-0.494, 0.556, -0.544], [-0.297, 1.326, -1.804], [-0.878, 2.599, -1.871], [1.194, 1.405, -1.912], [1.873, 0.915, -0.717], [2.614, 1.987, -0.063], [0.698, -3.190, 3.114], [-3.551, -2.187, 1.460], [-0.456, 0.646, -2.696], [-0.761, 2.990, -2.801], [2.579, 0.145, -0.954], [2.487, 2.880, -0.397]], "lowdin_charge": [0.08, -0.32, 0.08, -0.26, 0.14, -0.02, -0.03, 0.03, 0.06, -0.32, 0.01, -0.04, -0.30, 0.00, 0.15, 0.18, 0.17, 0.14, 0.15, 0.09]}

***

[8]
{"formula": "C29H42N10O2PSSbTi", "method": "wB97M-V/def2-TZVPD", "homo_lumo_gap_ev": [7.43, 7.68], "lumo_energy_ev": [-8.5, -8.2], "total_charge": 3, "multiplicity": 2, "homo_energy_ev": [-15.896, -15.925], "s_squared": 0.754, "relative_energy_ev": 0.718, "symbols": ["Ti", "C", "N", "C", "C", "N", "C", "P", "C", "N", "C", "C", "N", "C", "C", "N", "C", "C", "N", "C", "H", "H", "H", "H", "H", "H", "H", "H", "H", "H", "H", "H", "H", "H", "H", "C", "C", "Sb", "C", "C", "C", "C", "H", "H", "H", "H", "H", "H", "H", "H", "H", "H", "H", "H", "H", "H", "H", "O", "C", "N", "C", "O", "C", "C", "C", "C", "N", "C", "H", "H", "H", "H", "H", "H", "H", "H", "S", "C", "N", "C", "C", "C", "N", "H", "H", "H", "H"], "coordinates": [[0.045, 0.364, 0.432], [1.223, 3.315, 5.116], [0.923, 2.927, 3.708], [0.849, 3.860, 2.728], [0.529, 3.181, 1.589], [0.442, 1.804, 1.905], [0.651, 1.702, 3.215], [0.276, 0.096, 4.076], [-1.293, -0.270, 3.139], [-1.545, -0.304, 1.838], [-2.818, -0.705, 1.633], [-3.388, -0.918, 2.844], [-2.410, -0.687, 3.782], [-2.577, -0.806, 5.239], [1.450, -0.901, 2.993], [1.361, -0.916, 1.650], [2.511, -1.571, 1.245], [3.275, -1.962, 2.297], [2.640, -1.452, 3.397], [3.064, -1.711, 4.780], [2.276, 3.624, 5.204], [1.155, 2.403, 5.669], [0.446, 3.987, 5.494], [1.207, 4.925, 2.964], [0.586, 3.528, 0.536], [-3.285, -0.663, 0.734], [-4.421, -1.181, 3.113], [-2.032, -0.043, 5.810], [-2.338, -1.822, 5.598], [-3.631, -0.570, 5.450], [2.734, -1.752, 0.209], [4.186, -2.574, 2.308], [2.327, -2.282, 5.393], [3.318, -0.760, 5.243], [3.982, -2.343, 4.761], [-1.970, -2.300, -3.120], [-1.992, -3.243, -1.866], [-0.317, -2.581, -0.618], [-0.412, -3.968, 1.065], [-1.186, -3.793, 2.332], [1.211, -3.449, -1.956], [2.313, -4.112, -1.215], [-2.487, -2.778, -4.032], [-0.920, -2.047, -3.417], [-2.554, -1.408, -2.926], [-1.799, -4.267, -2.237], [-2.978, -3.275, -1.310], [0.626, -4.250, 1.156], [-0.848, -4.906, 0.516], [-0.837, -3.043, 2.940], [-0.915, -4.696, 2.951], [-2.298, -3.798, 2.333], [1.560, -2.547, -2.453], [0.682, -4.052, -2.708], [2.495, -3.708, -0.241], [3.240, -4.234, -1.748], [2.120, -5.246, -1.128], [1.190, 0.463, -5.253], [0.001, 0.930, -5.870], [-1.066, 0.972, -4.930], [-1.247, 2.149, -4.206], [-0.818, 3.219, -4.624], [-1.895, 2.139, -2.905], [-2.757, 3.092, -2.370], [-2.957, 3.106, -0.958], [-2.338, 2.177, -0.212], [-1.482, 1.246, -0.678], [-1.345, 1.207, -2.030], [1.460, -0.362, -5.706], [-0.252, 0.201, -6.649], [0.057, 1.907, -6.288], [-1.670, 0.212, -4.785], [-3.259, 3.857, -2.960], [-3.690, 3.817, -0.595], [-2.393, 2.180, 0.860], [-0.797, 0.341, -2.415], [2.016, 1.127, -0.938], [1.795, 2.434, -2.065], [2.432, 2.200, -3.272], [2.449, 3.060, -4.293], [1.793, 4.228, -4.163], [1.072, 4.382, -2.966], [1.121, 3.550, -1.931], [2.959, 1.350, -3.277], [3.055, 2.787, -5.102], [1.703, 4.935, -4.950], [0.416, 5.278, -2.875]], "lowdin_charge": [0.69, 0.03, -0.11, -0.03, -0.08, -0.09, -0.42, 1.23, -0.44, -0.06, -0.12, -0.01, -0.10, -0.01, -0.40, -0.08, -0.16, 0.00, -0.10, 0.00, 0.12, 0.06, 0.12, 0.18, 0.10, 0.09, 0.16, 0.08, 0.11, 0.11, 0.09, 0.16, 0.11, 0.09, 0.11, -0.23, -0.40, 1.42, -0.41, -0.18, -0.38, -0.20, 0.11, 0.05, 0.04, 0.06, 0.07, 0.03, 0.10, 0.00, 0.11, 0.09, 0.03, 0.07, 0.01, 0.08, 0.12, -0.05, -0.22, 0.11, -0.40, 0.09, -0.10, 0.09, 0.01, -0.12, -0.06, -0.08, 0.11, 0.15, 0.12, 0.12, 0.15, 0.13, 0.12, 0.10, 0.68, -0.70, 0.10, -0.02, 0.01, -0.05, 0.11, 0.13, 0.14, 0.13, 0.15]}

***

no.,total energy (eV)
1,-24786.5312
2,-7358.0571
3,-14666.2721
4,-184798.1006
5,-7844.8336
6,-17035.2768
7,-20671.9065
8,-99505.6036